No. 1
Entry from OMol25: a molecular structure, C23H19CaNO6PS3 (ωB97M-V/def2-TZVPD).

Properties
Largest force on an atom (Eh/bohr): 0.0132
E_LUMO (eV): 2.280
Multiplicity: 1
DFT total energy (Ha): -3607.84713
E_HOMO (eV): -5.22
Gap between HOMO and LUMO (eV): 7.5
Net charge: -1

```
54
Properties=species:S:1:pos:R:3:forces:R:3:mulliken_charge:R:1
Ca -0.51207 1.43904 0.37542 0.5 0.3 0.2 1.727
O 3.23726 -0.82222 0.34868 0.0 0.0 0.1 -0.746
C 2.23036 -0.25822 0.75602 0.2 -0.1 0.0 0.314
O 1.29758 0.24264 0.03825 -0.3 0.0 0.0 -0.734
C 2.03396 -0.11761 2.28584 0.1 0.0 0.0 -0.887
P 0.26053 -0.19806 2.73272 0.0 0.0 -0.2 0.952
C 0.24711 -0.00804 4.54795 0.1 0.1 0.0 0.073
C 0.66527 -1.00593 5.42711 0.0 0.0 -0.1 -0.197
C 0.64463 -0.79279 6.79486 0.0 0.0 0.0 -0.664
C 0.20929 0.42509 7.30356 0.0 0.0 0.0 -0.409
C -0.20448 1.42516 6.43884 0.0 0.0 0.0 -0.578
C -0.18886 1.20697 5.06737 0.0 0.1 0.0 -0.411
C -0.12945 -1.97050 2.54238 -0.1 0.1 0.0 0.482
C -1.37381 -2.40170 3.00813 0.0 0.0 0.0 -0.401
C -1.76731 -3.71897 2.85224 0.0 0.0 0.0 -0.748
C -0.92613 -4.62439 2.21425 0.0 0.0 0.0 -0.461
C 0.30159 -4.19927 1.73671 0.0 0.0 0.0 -0.674
C 0.70225 -2.87742 1.89703 0.1 -0.1 0.0 -0.455
H 2.37185 0.88624 2.55869 0.0 0.0 0.0 0.580
H 2.65227 -0.84550 2.81290 0.0 0.0 0.0 0.440
H 0.99878 -1.95999 5.03538 0.0 0.0 0.0 0.356
H 0.96870 -1.57789 7.46684 0.0 0.0 0.0 0.383
H 0.19141 0.59064 8.37369 0.0 0.0 0.0 0.355
H -0.54590 2.37698 6.82535 0.0 0.0 0.0 0.387
H -0.51675 1.98884 4.39154 0.0 0.0 0.0 0.319
H -2.04213 -1.69066 3.48093 0.0 0.0 0.0 0.384
H -2.73623 -4.03683 3.21718 0.0 0.0 0.0 0.397
H -1.23536 -5.65406 2.08245 0.0 0.0 0.0 0.362
H 0.96022 -4.89275 1.22905 0.0 0.0 0.0 0.404
H 1.66509 -2.57468 1.50473 0.0 0.0 0.0 0.303
O -3.37869 0.21925 2.52457 -0.1 0.0 0.1 -0.653
C -3.47935 0.19850 1.31446 0.0 -0.3 -0.1 0.599
N -2.46086 -0.05553 0.42736 -0.3 0.3 -0.2 -0.699
S -2.90148 0.38838 -1.06025 0.1 -0.2 0.0 1.322
O -2.63056 -0.57248 -2.08749 -0.1 -0.1 0.0 -0.715
O -2.31129 1.71947 -1.27519 0.1 -0.2 -0.2 -0.784
C -4.62299 0.55090 -0.76020 -0.1 0.0 -0.2 0.178
C -5.67196 0.70772 -1.64448 0.0 0.1 0.1 -0.736
C -6.94640 0.76818 -1.09466 0.0 0.0 0.0 -0.418
C -7.13770 0.67311 0.28304 0.0 0.0 0.0 -0.478
C -6.06374 0.50731 1.14776 0.1 0.0 0.0 -0.529
C -4.79508 0.43934 0.59872 0.0 -0.1 0.2 0.270
H -5.50835 0.77230 -2.71120 0.0 0.0 0.0 0.443
H -7.80468 0.88429 -1.74368 0.0 0.0 0.0 0.380
H -8.14346 0.71989 0.68077 0.0 0.0 0.0 0.381
H -6.19446 0.42318 2.21819 0.0 0.0 0.0 0.513
C -2.29421 4.57502 0.13017 0.1 0.0 0.0 -0.913
O -1.17310 3.81037 0.58337 0.1 -0.1 0.2 -0.501
C -0.01059 4.47729 0.96934 0.0 -0.1 -0.2 0.390
S 0.09330 6.10711 0.75888 0.1 0.2 0.1 -0.378
S 1.16847 3.39377 1.54340 -0.3 0.1 0.0 -0.494
H -3.10505 3.86150 0.02895 -0.1 0.0 0.0 0.171
H -2.07119 5.03687 -0.83006 0.0 0.0 0.0 0.380
H -2.52565 5.35224 0.85454 -0.1 0.0 0.0 0.419
```
Forces are in eV/Å.

No. 2
Entry from OMol25: a molecular structure, C23H19ClN4O2S3Sn in a non-equilibrium geometry (ωB97M-V/def2-TZVPD).

Properties
Largest force on an atom (Eh/bohr): 0.0602
E_LUMO (eV): -8.358
Multiplicity: 1
DFT total energy (Ha): -3125.86627
E_HOMO (eV): -13.87
Gap between HOMO and LUMO (eV): 5.5
Net charge: +2

```
53
Properties=species:S:1:pos:R:3:forces:R:3:mulliken_charge:R:1
Sn 0.30548 1.83553 0.71771 0.0 -0.2 0.0 0.433
C -1.33458 -2.10076 -2.09440 0.4 -1.9 0.4 -0.963
N -0.46864 -2.15837 -0.91304 0.1 0.8 -0.9 0.196
C -0.46420 -3.14167 0.05986 -0.2 0.9 -1.2 -0.905
C 0.40725 -2.75100 0.96289 1.3 -0.1 2.5 -0.396
N 0.94018 -1.51646 0.56044 -0.1 -1.6 1.4 1.048
C 0.39308 -1.17170 -0.60060 -0.5 -0.1 -0.7 0.097
S 0.75300 0.24896 -1.47191 0.1 0.3 -0.2 -0.224
C 2.03031 -0.93330 1.22871 1.8 0.0 -0.3 -0.148
C 3.16924 -1.67348 1.51252 0.0 -0.2 0.2 -0.537
C 4.27171 -1.09806 2.11202 0.2 0.4 -0.1 -0.689
C 4.28975 0.28255 2.25202 -0.7 0.9 0.5 -0.729
C 3.12839 0.97920 1.94639 -0.8 0.1 -0.6 -0.264
N 2.02729 0.35665 1.44592 0.3 1.6 0.1 0.359
H -1.21142 -1.11955 -2.48913 -0.3 0.6 -0.5 0.308
H -2.33570 -2.30947 -1.70726 0.0 0.2 -0.6 0.366
H -1.00437 -2.88917 -2.83061 -0.5 0.9 0.7 0.311
H -1.10571 -3.96824 -0.00806 -0.6 -0.9 0.0 0.572
H 0.66886 -3.20407 1.93399 -0.1 0.5 -0.8 0.516
H 3.29530 -2.69147 1.24235 -0.5 -0.9 -0.1 0.542
H 5.10844 -1.73579 2.40619 -0.2 0.4 -0.2 0.457
H 5.10907 0.88098 2.62514 0.2 -0.4 0.1 0.447
H 2.99479 2.08713 2.02647 0.5 -1.1 0.1 0.328
O 0.76363 -1.18450 3.69382 -1.0 1.1 0.0 -0.528
S -0.25292 -0.14497 3.83825 0.6 -0.2 0.9 0.991
O -0.04848 0.89788 4.81607 -0.1 -0.9 -1.0 -0.644
N -0.58665 0.55583 2.33792 -0.7 -0.6 -0.4 -0.365
C -1.77690 0.16414 1.82335 1.5 1.0 1.6 1.055
S -2.16789 0.73980 0.31643 -0.4 0.1 -0.5 -0.354
C -2.55077 -0.62457 2.76135 0.5 -0.6 0.6 0.252
C -3.78413 -1.18321 2.51477 0.4 0.2 0.6 -0.853
C -4.28855 -1.99732 3.49300 1.0 -0.6 0.8 -0.636
C -3.58994 -2.27770 4.70671 -1.2 1.3 -2.6 -0.597
C -2.35222 -1.74285 4.93006 1.1 0.0 1.2 -0.644
C -1.84941 -0.92700 3.95154 0.1 0.9 -1.6 0.359
H -4.33378 -0.97671 1.62473 -0.2 0.1 -0.6 0.497
H -5.15515 -2.52455 3.20037 -1.2 -0.4 0.5 0.425
H -4.12370 -2.79329 5.42734 -0.6 -1.3 1.4 0.501
H -1.78705 -1.96548 5.85497 -0.4 0.2 -0.7 0.451
Cl -2.21338 3.98311 -5.16136 -0.4 0.0 0.0 -0.134
C -0.73356 3.23365 -4.91983 1.2 -0.1 -0.3 0.705
C -0.54890 1.89472 -5.21931 0.1 0.5 0.5 -0.682
C 0.65333 1.25252 -4.92599 -0.1 -0.3 -0.3 -0.106
C 1.78064 1.93542 -4.45734 -0.4 1.2 0.2 -0.795
C 1.69192 3.29035 -4.35848 0.3 1.5 0.3 -0.269
C 0.44006 4.01441 -4.52824 0.4 -0.7 -0.5 0.727
C 0.42788 5.37044 -4.51935 -0.2 -0.3 0.4 -0.862
H -1.35310 1.34904 -5.65254 -0.5 -0.4 -0.1 0.490
H 0.71532 0.18521 -5.14057 0.0 0.2 0.1 0.455
H 2.70300 1.50871 -4.16493 0.6 -0.9 -0.2 0.526
H 2.58016 3.94988 -4.18164 -0.8 -0.9 0.1 0.324
H -0.53072 5.83328 -4.71804 0.2 0.5 0.0 0.272
H 1.30373 5.97531 -4.26065 -0.3 -0.3 -0.3 0.311
```
Forces are in eV/Å.

No. 3
Entry from OMol25: a molecular structure, C23H19CoN4O2 (ωB97M-V/def2-TZVPD).

Properties
Largest force on an atom (Eh/bohr): 0.0017
E_LUMO (spin up / spin down) (eV): -3.412 / -3.412
Multiplicity: 2
DFT total energy (Ha): -2640.00450
E_HOMO (spin up / spin down) (eV): -10.77 / -10.82
Gap between HOMO and LUMO (spin up / spin down) (eV): 7.4 / 7.4
Net charge: +1

```
49
Properties=species:S:1:pos:R:3:forces:R:3:lowdin_spin:R:1
Co -0.09707 0.06252 0.06494 -0.1 0.0 0.1 0.941
C -2.99418 2.69566 -1.42187 0.0 0.0 0.0 -0.001
C -2.40809 1.40238 -0.92779 0.0 0.0 0.0 -0.001
O -1.20096 1.46458 -0.57905 0.0 0.0 0.0 0.003
C -3.20168 0.21181 -0.86967 0.0 0.0 0.0 0.002
C -4.58246 0.28324 -1.19843 0.0 0.0 0.0 -0.001
C -5.38677 -0.81627 -1.17372 0.0 0.0 0.0 0.002
C -4.82647 -2.06063 -0.82527 0.0 0.0 0.0 -0.001
C -3.50227 -2.17472 -0.50969 0.0 0.0 0.0 0.001
C -2.64325 -1.04909 -0.51329 0.0 0.0 0.0 -0.001
O -1.39591 -1.24524 -0.20669 0.0 0.0 0.0 0.005
H -2.20803 3.44360 -1.46978 0.0 0.0 0.0 0.000
H -3.77747 3.04500 -0.74742 0.0 0.0 0.0 0.000
H -3.44037 2.56867 -2.40728 0.0 0.0 0.0 0.000
H -5.00929 1.23787 -1.47146 0.0 0.0 0.0 0.000
H -6.43568 -0.73726 -1.42016 0.0 0.0 0.0 0.000
H -5.45406 -2.94269 -0.80863 0.0 0.0 0.0 0.000
H -3.06627 -3.12898 -0.24574 0.0 0.0 0.0 0.000
N 1.02503 -1.48110 0.72201 0.0 0.0 0.0 -0.004
C 1.24669 -1.39934 2.15374 0.0 0.0 0.0 0.001
C 2.16450 -2.16729 2.80699 0.0 0.0 0.0 -0.001
C 2.29930 -2.08314 4.21080 0.0 0.0 0.0 0.000
C 1.49542 -1.25181 4.93492 0.0 0.0 0.0 0.000
C 0.53898 -0.43951 4.28061 0.0 0.0 0.0 0.001
C -0.33341 0.44229 4.96147 0.0 0.0 0.0 -0.002
C -1.21991 1.19705 4.25051 0.0 0.0 0.0 0.002
C -1.21956 1.10137 2.84450 0.0 0.0 0.0 0.003
N -0.42357 0.30103 2.18108 0.0 0.0 0.0 0.045
C 0.43438 -0.49409 2.87813 0.0 0.0 0.0 0.002
H 1.89518 -1.70223 0.24931 0.0 0.0 0.0 0.001
H 0.36821 -2.23620 0.51657 0.0 0.0 0.0 0.001
H 2.78365 -2.86146 2.25108 0.0 0.0 0.0 0.000
H 3.03409 -2.70075 4.70806 0.0 0.0 0.0 0.000
H 1.57844 -1.20250 6.01295 0.0 0.0 0.0 0.000
H -0.28910 0.50413 6.04165 0.0 0.0 0.0 0.000
H -1.90792 1.87192 4.73894 0.0 0.0 0.0 0.000
H -1.89097 1.71349 2.25143 0.0 0.0 0.0 0.001
N 5.46035 4.85677 -0.26732 0.0 0.0 0.0 0.000
C 4.59584 4.10405 -0.21603 0.0 0.0 0.0 0.000
C 3.51377 3.15872 -0.14423 0.0 0.0 0.0 -0.001
C 2.36309 3.45872 0.57383 0.0 0.0 0.0 0.000
C 1.35297 2.51826 0.62316 0.0 0.0 0.0 -0.001
N 1.44177 1.33151 0.01702 0.0 0.0 -0.1 -0.001
C 2.54675 1.05435 -0.68424 0.0 0.0 0.0 0.003
C 3.60545 1.93250 -0.79277 0.0 0.0 0.0 0.000
H 2.25574 4.40559 1.08238 0.0 0.0 0.0 0.000
H 0.43514 2.71079 1.15995 0.0 0.0 0.0 0.000
H 2.57481 0.09722 -1.18837 0.0 0.0 0.0 0.002
H 4.47943 1.67180 -1.37147 0.0 0.0 0.0 0.000
```
Forces are in eV/Å.

No. 4
Entry from OMol25: C23H19N3O2 in the gas phase in a non-equilibrium geometry (ωB97M-V/def2-TZVPD).

Properties
Structure (SMILES): C=C(C)c1ccc2c(Cc3cccc(C(=O)O)n3)c(-c3ccccc3)nn2c1
Largest force on an atom (Eh/bohr): 0.0551
E_LUMO (eV): 0.163
Multiplicity: 1
DFT total energy (Ha): -1202.58583
E_HOMO (eV): -7.83
Gap between HOMO and LUMO (eV): 8.0
Net charge: 0

```
47
Properties=species:S:1:pos:R:3:forces:R:3:mulliken_charge:R:1
C -0.33368 7.26365 1.44179 1.0 -0.3 -1.4 -1.168
C 0.39351 6.39971 0.65243 -1.5 2.1 1.2 0.735
C 1.37085 6.92600 -0.41418 -0.6 -0.5 0.2 -1.277
C 0.20637 4.93877 0.84434 0.5 -1.3 -0.3 0.712
C -1.04905 4.29923 1.33535 0.6 0.0 -0.2 -0.590
C -1.16722 2.94258 1.47866 1.1 0.2 -0.1 -0.874
C 0.01603 2.14348 1.13573 -0.9 0.4 0.1 0.036
C 0.27500 0.79960 1.11430 0.3 -0.5 -0.2 0.826
C -0.69013 -0.25231 1.59320 0.0 1.5 2.1 -0.928
C -0.77648 -1.46598 0.79972 -0.5 -2.3 -0.8 0.083
C -0.71663 -1.45280 -0.57555 -0.4 -0.3 -0.8 -0.002
C -0.91293 -2.61575 -1.30848 0.5 0.7 -0.3 -0.701
C -1.10063 -3.79037 -0.63597 0.3 -1.6 0.9 -0.135
C -1.06002 -3.81496 0.78572 -0.7 1.9 -0.7 0.184
C -1.23551 -5.13728 1.55417 0.6 -0.2 -0.5 0.248
O -1.25718 -6.20736 0.97179 -0.2 1.2 0.7 -0.566
O -1.26534 -5.03036 2.91283 0.0 -0.1 -1.1 -0.421
N -0.96739 -2.62572 1.43915 0.2 -1.5 0.5 -0.357
C 1.62392 0.69286 0.58986 -2.2 -1.1 0.8 0.448
C 2.32316 -0.56586 0.31298 0.4 -0.5 0.1 0.339
C 3.07670 -0.70728 -0.84772 0.1 -0.6 0.2 -0.693
C 3.67098 -1.94395 -1.12793 0.4 0.2 -0.1 -0.486
C 3.55805 -3.02700 -0.27017 -1.0 0.8 0.5 -0.608
C 2.78037 -2.87659 0.88395 0.4 -0.5 -0.2 -0.442
C 2.19874 -1.67647 1.18005 -0.7 1.2 0.3 -0.200
N 2.09811 1.86553 0.29023 1.0 1.2 -0.2 -1.558
N 1.15974 2.75093 0.64679 -0.8 0.8 0.0 0.850
C 1.26572 4.11613 0.50201 -0.6 0.2 0.3 -0.310
H -0.33094 8.37106 1.31975 0.3 -1.0 0.0 0.243
H -0.98696 6.90676 2.22952 0.0 -0.1 -0.1 0.292
H 1.32190 8.01303 -0.55988 -0.1 -0.3 0.4 0.377
H 2.39606 6.66638 -0.12064 -0.2 0.0 -0.3 0.286
H 1.11798 6.48323 -1.39257 0.3 -0.1 0.4 0.329
H -1.92158 4.90776 1.58028 0.4 0.1 -0.2 0.357
H -2.09990 2.45658 1.86347 1.1 0.5 -0.5 0.323
H -0.39990 -0.50628 2.62581 0.0 -0.3 -0.3 0.323
H -1.72228 0.15105 1.78526 0.8 0.0 -0.6 0.307
H -0.59004 -0.54270 -1.10661 0.3 0.8 -0.3 0.483
H -0.84106 -2.61530 -2.41186 -0.2 0.1 0.8 0.388
H -1.18450 -4.68562 -1.24332 -0.1 -0.2 0.5 0.410
H -1.29330 -5.94532 3.24609 0.0 0.2 -0.1 0.357
H 3.20172 0.12975 -1.52506 -0.1 -0.1 0.1 0.431
H 4.27767 -2.04467 -2.02033 -0.1 0.0 0.0 0.373
H 3.98737 -3.98136 -0.46871 0.4 -0.4 -0.3 0.429
H 2.62319 -3.71014 1.55533 0.1 -0.1 0.0 0.431
H 1.59186 -1.58064 2.09547 0.4 0.0 -0.5 0.399
H 2.23899 4.44930 0.13428 -0.5 -0.1 0.1 0.315
```
Forces are in eV/Å.

No. 5
Entry from OMol25: C23H19N3O4 in the gas phase (ωB97M-V/def2-TZVPD).

Properties
Structure (SMILES): COc1ccc(C(=O)Oc2cccc(Nc3ncnc4ccccc34)c2)cc1OC
Largest force on an atom (Eh/bohr): 0.0160
E_LUMO (eV): 0.171
Multiplicity: 1
DFT total energy (Ha): -1353.10048
E_HOMO (eV): -8.12
Gap between HOMO and LUMO (eV): 8.3
Net charge: 0

```
49
Properties=species:S:1:pos:R:3:forces:R:3:mulliken_charge:R:1
C 2.06821 3.47436 -7.28204 0.3 0.1 -0.5 -0.719
O 1.22160 3.46121 -6.15286 -0.1 -0.2 0.3 -0.467
C 1.19691 2.42326 -5.28295 -0.1 0.0 0.2 0.502
C 0.28250 2.58519 -4.24021 0.2 0.0 -0.2 -0.708
C 0.11564 1.63653 -3.25651 0.1 -0.2 0.0 -0.720
C 0.88108 0.47695 -3.29805 0.0 0.3 -0.2 -0.800
C 0.77120 -0.59671 -2.29224 0.5 -0.4 -0.1 0.793
O 1.40567 -1.62288 -2.32089 -0.2 0.3 0.1 -0.611
O -0.11228 -0.27652 -1.32231 -0.3 0.1 0.2 -0.252
C -0.41517 -1.16417 -0.30243 0.0 -0.3 0.4 -0.009
C -0.58752 -2.52606 -0.50244 0.0 0.0 -0.2 -0.580
C -0.94403 -3.31579 0.57767 0.0 0.3 -0.2 -0.987
C -1.14008 -2.77793 1.83514 0.0 -0.1 0.2 -0.358
C -0.97648 -1.40816 2.03005 0.0 -0.4 -0.5 0.804
N -1.15551 -0.77349 3.25424 0.1 0.7 0.3 0.106
C -1.52543 -1.26906 4.46159 -0.1 -0.4 0.3 0.578
N -1.78172 -2.55730 4.59327 0.2 0.5 -0.6 -0.418
C -2.14851 -3.00377 5.79587 -0.1 0.0 0.5 -0.462
N -2.29222 -2.31501 6.88700 -0.2 -0.5 0.4 -0.657
C -2.03863 -0.98688 6.80454 0.2 0.3 -0.6 0.120
C -2.17963 -0.19866 7.96203 0.0 0.2 0.0 -0.406
C -1.92981 1.14552 7.91457 -0.1 -0.2 0.1 -0.383
C -1.53124 1.74922 6.71592 0.1 0.1 -0.3 -0.830
C -1.38696 1.00513 5.57351 0.0 0.1 0.0 -0.478
C -1.63682 -0.37735 5.58650 -0.2 -0.3 0.5 0.952
C -0.60891 -0.60592 0.95167 0.1 0.0 -0.3 -0.433
C 1.79839 0.29798 -4.33300 -0.1 0.0 0.1 -0.386
C 1.97449 1.24472 -5.32720 0.0 0.0 -0.1 1.296
O 2.87003 1.09034 -6.35297 -0.3 0.3 0.2 -0.440
C 3.63702 -0.08900 -6.40361 0.1 -0.2 0.0 -0.939
H 1.84962 2.64761 -7.96020 0.0 0.1 0.0 0.270
H 3.12144 3.44030 -6.99791 -0.1 0.0 0.0 0.266
H 1.85614 4.41997 -7.78091 0.0 -0.1 0.0 0.292
H -0.29643 3.49519 -4.23721 -0.1 0.1 0.0 0.426
H -0.60042 1.78771 -2.46565 -0.1 0.0 0.1 0.487
H -0.43970 -2.95816 -1.47786 0.0 0.0 0.0 0.467
H -1.07564 -4.37704 0.43228 0.0 -0.1 0.0 0.378
H -1.41996 -3.39647 2.67000 0.0 0.0 -0.1 0.507
H -0.98334 0.22168 3.22792 -0.1 -0.3 0.0 -0.064
H -2.34630 -4.06727 5.85227 0.0 -0.1 0.0 0.410
H -2.48646 -0.69142 8.87070 0.0 -0.1 0.1 0.472
H -2.03688 1.75138 8.80217 0.0 0.0 0.1 0.389
H -1.33608 2.81122 6.69426 0.0 0.1 0.0 0.397
H -1.07658 1.50408 4.66518 0.0 0.1 0.0 0.265
H -0.47214 0.45924 1.07178 0.0 0.1 0.0 0.390
H 2.36979 -0.61604 -4.32549 0.1 -0.1 -0.1 0.587
H 4.27628 -0.19240 -5.52172 0.0 0.0 0.0 0.355
H 3.00491 -0.97659 -6.50211 0.0 0.0 0.0 0.359
H 4.25993 0.01126 -7.29138 0.0 -0.1 0.1 0.240
```
Forces are in eV/Å.